ORCA calculation (ωB97M-V/def2-TZVPD) on a single C4H8O2 molecule.

```
14
Properties=species:S:1:pos:R:3:forces:R:3:nbo_charge:R:1
C 0.0417 1.5934 -0.0053 -0.7 -0.3 -0.4 -0.625
C -0.3595 0.0269 -0.2934 0.5 0.2 0.6 0.087
C -1.6068 -0.8641 0.0595 0.1 0.5 0.2 -0.629
O 0.6353 -0.4274 0.6543 0.4 -1.1 0.5 -0.544
C 1.8233 -0.7517 0.1746 0.4 -0.6 -0.2 0.655
O 2.0034 -1.4757 -0.7664 0.3 0.4 0.0 -0.573
H -0.7616 2.3199 -0.0060 -0.3 0.1 -0.4 0.211
H 0.5711 1.7322 0.9694 -0.9 -0.6 -0.6 0.225
H 0.8236 1.8799 -0.7311 -0.6 -0.2 -0.1 0.215
H -0.0970 -0.3248 -1.3173 0.2 0.7 0.6 0.204
H -1.2224 -1.8996 0.1323 0.1 0.6 -0.1 0.232
H -2.4284 -0.9298 -0.6708 0.4 0.6 0.0 0.218
H -2.0316 -0.6283 1.0344 0.0 0.1 0.0 0.213
H 2.6088 -0.2510 0.7655 0.2 -0.4 0.0 0.112
```
Positions in Å, forces in eV/Å.

- ΔE to the lowest compared entry with this formula, charge and spin: 1.989 eV
- Gap between HOMO and LUMO: 0.4207 Eh
- Structure (SMILES): CC(C)OC=O
- HOMO: -10.5 eV
- Largest force on an atom: 1.24 eV/A
- Net charge: 0
- Calculated total energy: -307.6393 a.u.